(1)
35
Properties=species:S:1:pos:R:3:forces:R:3 method="wB97M-V/def2-TZVPD" spin_multiplicity=7 relative_energy_ev=0.000 total_charge=+1 orbital_gap_ev="8.59 / 4.88" lumo_energy_ev="-4.346 / -6.247"
Tb 0.144 0.005 0.941 -0.7419 0.1413 0.5719
H -2.135 -1.068 1.242 -0.6554 0.5067 0.3198
H -2.223 0.955 1.130 -0.6606 -0.8468 0.6685
P 0.029 -2.799 -0.376 -0.7028 -2.2595 -0.1539
P 0.021 2.833 -0.357 -0.3876 1.4693 -0.3392
C 1.378 3.894 0.272 0.2900 -0.1347 0.4477
H 1.307 4.974 0.020 -0.1330 -0.7496 0.0605
H 1.378 3.767 1.373 0.1392 0.2602 -0.4689
H 2.334 3.490 -0.108 -0.3303 0.2619 0.1554
C 0.009 3.248 -2.153 0.0188 -0.4712 -0.3731
H -0.798 2.698 -2.667 0.3115 0.1630 0.2292
H -0.154 4.324 -2.342 0.1868 -0.4446 0.3135
H 0.966 2.930 -2.605 -0.4086 0.2085 0.1535
C -1.485 3.724 0.213 -0.5408 -0.0232 0.3211
H -1.571 3.612 1.295 0.0249 -0.0108 0.0980
H -1.598 4.797 0.011 0.6215 -0.1802 -0.1816
H -2.390 3.282 -0.215 0.1296 -0.2337 -0.0525
C 0.194 -3.211 -2.167 0.0908 0.6682 -0.1639
H 0.022 -4.284 -2.378 0.1864 0.5530 0.2994
H -0.543 -2.614 -2.734 0.3461 -0.2871 0.1614
H 1.205 -2.899 -2.486 -0.4607 -0.2779 -0.0460
C 1.263 -3.937 0.388 0.2992 0.2524 0.4545
H 1.120 -3.861 1.489 0.2062 -0.2087 -0.6139
H 1.198 -5.004 0.075 -0.1167 0.8647 0.0980
H 2.270 -3.539 0.154 -0.3831 -0.3514 0.1579
C -1.558 -3.707 0.019 -0.3274 0.4018 0.1744
H -2.387 -3.209 -0.498 0.0804 0.1148 0.0714
H -1.690 -4.779 -0.218 0.7523 0.4708 -0.0391
H -1.735 -3.589 1.093 -0.0626 -0.0953 -0.0446
C 2.573 -0.013 0.974 5.8257 -0.0823 2.2687
O 3.654 -0.014 1.385 -4.1386 0.0081 -1.8999
H 0.517 -0.016 -1.052 0.1241 0.0096 -0.4045
S -2.498 -0.036 2.088 0.3311 0.2882 -1.1024
C 0.722 0.006 3.527 -0.2130 0.0615 0.1138
N 0.462 0.043 4.666 0.2986 -0.0470 -1.2550

(2)
33
Properties=species:S:1:pos:R:3:forces:R:3 method="wB97M-V/def2-TZVPD" relative_energy_ev=0.000 orbital_gap_ev=9.25 lumo_energy_ev=0.766 smiles="CP(C)#[PH]C[P@@](C)(=O)C(C)(C)C"
C -3.676 0.303 -0.509 -1.0647 -1.1233 0.1649
C -2.226 -1.796 -0.520 -0.1827 -0.3061 4.0818
C -2.710 -0.553 1.577 -0.0489 -2.2283 -1.5211
C 5.010 1.009 -0.077 -1.3308 -0.5194 3.3849
C 3.880 -1.508 -0.933 -3.7459 3.4550 1.4396
C -1.177 2.326 0.378 -0.2061 -4.1335 -3.0737
C 0.397 -0.097 0.722 0.7146 1.0492 -2.6367
C -2.454 -0.386 0.099 -0.4586 -1.2736 0.4317
O -0.821 0.489 -1.814 0.4454 0.3308 -0.6825
P 1.967 0.803 0.116 -0.1292 0.4885 -0.1241
P 3.866 -0.326 0.560 -1.1231 -0.3409 -0.0952
P -0.971 0.579 -0.352 0.0301 0.1763 1.4208
H -4.300 0.938 0.124 0.7297 0.2346 0.3914
H -3.255 0.838 -1.297 -0.2344 1.1890 -1.8448
H -4.444 -0.406 -0.891 0.7890 0.0777 -0.0098
H -1.207 -2.191 -0.456 -0.2106 0.1906 -0.0246
H -2.633 -1.940 -1.417 -0.8986 0.1280 -4.2070
H -2.916 -2.474 0.046 0.8151 0.2665 0.1550
H -2.112 -1.246 2.075 1.6819 -1.4563 0.3842
H -2.481 0.300 2.029 0.1667 3.9649 2.3049
H -3.668 -0.945 1.826 -1.2187 0.2893 -0.1952
H 4.417 1.639 -0.625 -0.8764 1.6310 -1.9588
H 5.420 1.580 0.757 -0.0119 -0.1347 0.0068
H 5.753 0.495 -0.547 2.1346 -0.9930 -1.7217
H 4.162 -0.828 -1.694 0.3682 -0.2903 -1.3999
H 4.417 -2.282 -0.637 3.1731 -3.3582 0.4907
H 2.841 -1.885 -0.979 0.4620 0.4225 -0.5078
H -1.026 2.221 1.359 -0.5288 -0.0638 4.0950
H -0.364 2.821 0.052 2.6097 2.0016 -1.5319
H -2.055 2.627 -0.079 -1.9077 1.1549 -0.1152
H 0.089 0.313 1.624 -0.0289 0.7104 2.0768
H 0.473 -1.147 0.830 -0.0867 -1.0995 -0.2835
H 1.803 0.727 -1.345 0.1727 -0.4399 1.1053

(3)
49
Properties=species:S:1:pos:R:3:forces:R:3 method="wB97M-V/def2-TZVPD" relative_energy_ev=0.000 total_charge=+1 orbital_gap_ev=4.57 lumo_energy_ev=-10.323
Al -0.785 1.838 -0.403 1.6225 -3.8212 1.0993
As 1.577 -1.045 -3.150 0.6175 -1.3174 -1.5316
F 1.624 -2.116 -1.771 0.2551 0.1026 0.2593
F 2.530 -2.094 -4.103 -0.1447 0.0527 0.1267
F 1.281 0.065 -4.420 -0.0815 0.2921 0.1954
F 0.611 -0.022 -2.030 -0.0071 1.3681 -0.1776
F 2.997 -0.197 -2.676 -0.3452 0.1168 0.6204
F 0.132 -1.907 -3.652 -0.1758 0.4129 0.4914
As 2.344 3.429 2.329 1.7306 1.1877 -0.2532
F 3.012 1.820 1.977 -0.2710 -0.0615 0.1898
F 0.885 2.956 1.405 -2.0455 -0.7643 -1.2123
F 1.663 4.977 2.610 -0.3309 -0.2803 -0.0076
F 3.797 3.875 3.096 -0.2177 -0.3346 0.2295
F 2.938 3.941 0.782 -0.0961 -0.1603 0.2094
F 1.571 2.767 3.719 0.0632 -0.0733 -0.0889
C -1.819 -2.352 -0.226 -0.8732 1.3969 -0.7552
C -1.646 -0.989 -0.966 -0.3986 -1.6772 0.9900
C -2.427 -0.844 -2.231 0.1265 1.0505 -0.5399
O -2.213 0.531 -2.477 0.8753 2.0006 -0.8010
C -2.570 0.953 -3.794 0.0095 0.0458 -0.4695
N -2.107 0.128 -0.079 0.2336 0.6645 1.1341
H -2.898 -2.478 -0.123 0.0751 -0.4830 0.3811
H -1.308 -2.275 0.731 -0.4293 -0.6272 0.0644
H -1.405 -3.128 -0.866 0.1254 -0.0677 0.1549
H -0.583 -0.862 -1.128 -0.3598 0.0755 -0.3295
H -3.525 -0.842 -2.181 -0.0008 -1.1674 0.5200
H -2.045 -1.447 -3.054 0.0254 -0.2022 0.1510
H -2.027 0.426 -4.582 0.0407 -0.3190 0.2916
H -2.302 1.999 -3.923 -0.2322 0.0814 0.2818
H -3.645 0.791 -3.912 0.0339 0.1639 -0.1569
H -1.923 -0.107 0.900 0.6933 0.2301 0.1753
H -3.132 0.158 -0.065 0.0575 0.6034 -0.6200
C 2.092 -1.983 1.337 1.0560 -0.6153 0.8198
C 0.919 -1.047 1.132 -1.5136 0.1116 -0.4165
C 0.175 -0.642 2.403 1.6534 -0.5880 1.2912
O -0.524 0.560 2.212 -0.3912 -0.0788 -0.2136
C -1.066 1.048 3.425 -1.4221 0.9179 0.8562
N 1.455 0.169 0.508 0.8693 -0.3933 0.6760
H 1.845 -2.898 1.889 -0.5170 0.1722 -0.0498
H 2.857 -1.507 1.961 -0.1102 0.1829 -0.0311
H 2.607 -2.335 0.444 -0.4238 0.3105 -0.3215
H 0.125 -1.517 0.551 1.0646 0.0886 -0.6955
H 0.924 -0.525 3.202 -0.0776 0.4023 -0.0598
H -0.464 -1.441 2.805 -0.1930 -0.0355 -0.4737
H -2.010 0.577 3.735 0.1856 -0.6005 -0.4178
H -1.374 2.082 3.270 0.5053 0.1524 -0.0626
H -0.421 0.989 4.301 0.5390 0.0344 -0.4143
H 2.198 -0.050 -0.174 -0.9751 0.0925 -0.8541
H 2.060 0.572 1.262 -0.8253 1.3576 -0.2553